Formula: C5H4O2
Source: the Open Molecules 2025 dataset
Level of theory: ωB97M-V/def2-TZVPD

Calculated values
**HOMO level**: -9.059 eV
**Structure (SMILES)**: O=C1C=CCC1=O
**Max |F|**: 3.06 eV/Å
**Net charge**: 0
**ΔE to the lowest compared entry with this formula, charge and spin**: 44.1 kcal per mole

Cartesian coordinates (Å):
1 O 1.879 -1.407 0.106
2 C 1.048 -0.554 -0.041
3 C 1.026 0.911 0.067
4 C -0.258 1.325 0.068
5 C -1.323 0.269 -0.131
6 C -0.564 -0.999 -0.376
7 O -0.840 -2.159 -0.506
8 H 1.899 1.558 -0.021
9 H -0.536 2.375 0.146
10 H -1.744 -0.470 0.659
11 H -2.264 0.654 -0.526